# 1
The following is a quantum chemistry calculation of a molecular structure, C36H90N7O15Rb at a distorted geometry, from the Open Molecules 2025 dataset.

Results
E_HOMO   -0.3009 Eh
Gap between HOMO and LUMO   0.3059 Ha
Energy above the lowest of the compared OMol25 structures with the same formula, charge and spin   0.000 eV
Electronic energy   -2961.17813 Ha

Structure (ORCA input):
```
! RIJCOSX wB97M-V def2-TZVPD def2/J DEFGRID3
* xyz 0 1
Rb -23.04 8.21 -1.95
N -20.86 8.40 0.89
O -20.35 7.46 0.24
O -20.87 8.41 2.14
O -21.46 9.37 0.32
C -26.81 2.07 -4.84
O -27.23 3.12 -5.68
C -26.51 3.17 -6.93
C -26.94 4.43 -7.67
N -26.89 5.63 -6.90
C -26.69 6.87 -7.58
C -25.32 6.92 -8.20
O -24.45 6.78 -7.13
C -23.07 6.99 -7.34
H -27.02 1.07 -5.19
H -27.26 2.17 -3.89
H -25.74 2.09 -4.59
H -26.64 2.35 -7.65
H -25.44 3.25 -6.75
H -28.03 4.25 -7.96
H -26.16 4.57 -8.45
H -27.71 5.69 -6.31
H -26.79 7.72 -6.98
H -27.50 7.01 -8.32
H -25.15 7.95 -8.63
H -25.20 6.12 -8.95
H -22.95 8.04 -7.82
H -22.70 6.33 -8.10
H -22.45 6.87 -6.44
C -29.45 3.08 -1.06
O -28.72 4.17 -1.65
C -29.02 5.47 -1.15
C -28.56 5.78 0.22
N -27.14 5.83 0.40
C -26.51 4.55 0.48
C -25.05 4.67 0.71
O -24.52 5.04 -0.54
C -23.14 5.06 -0.59
H -28.97 2.15 -1.37
H -30.52 3.18 -1.43
H -29.36 3.16 0.04
H -30.11 5.73 -1.28
H -28.49 6.15 -1.88
H -29.04 5.12 0.99
H -28.94 6.80 0.34
H -27.00 6.39 1.26
H -26.70 3.99 -0.43
H -26.97 4.02 1.34
H -24.66 3.81 1.16
H -25.00 5.55 1.38
H -22.75 4.21 -0.10
H -22.64 5.88 -0.09
H -22.90 5.01 -1.60
C -24.32 12.16 5.87
O -22.99 12.35 5.52
C -22.68 12.44 4.15
C -21.23 12.01 3.85
N -21.01 12.01 2.42
C -19.64 11.77 2.14
C -19.25 11.81 0.67
O -19.38 13.12 0.04
C -20.54 13.33 -0.76
H -24.73 11.17 5.70
H -24.91 12.92 5.43
H -24.30 12.35 6.95
H -22.87 13.44 3.74
H -23.35 11.82 3.58
H -21.02 11.03 4.20
H -20.59 12.75 4.37
H -21.70 11.32 2.07
H -19.14 10.97 2.63
H -19.02 12.70 2.45
H -19.60 11.09 -0.06
H -18.12 11.65 0.66
H -20.48 14.20 -1.33
H -21.47 13.41 -0.20
H -20.65 12.46 -1.46
C -16.37 4.58 -3.40
O -17.41 5.25 -4.00
C -17.95 6.24 -3.15
C -19.12 6.91 -3.88
N -19.92 7.69 -2.94
C -19.35 8.96 -2.61
C -19.97 10.03 -3.53
O -21.29 10.27 -3.01
C -22.02 11.33 -3.63
H -15.50 5.28 -3.16
H -16.00 3.89 -4.08
H -16.66 4.11 -2.46
H -17.14 6.90 -2.86
H -18.37 5.71 -2.27
H -19.72 6.15 -4.33
H -18.76 7.59 -4.72
H -20.22 7.13 -2.19
H -18.24 9.01 -2.68
H -19.66 9.11 -1.60
H -20.02 9.70 -4.57
H -19.33 10.86 -3.46
H -22.84 11.53 -2.90
H -22.46 10.91 -4.51
H -21.47 12.30 -3.80
C -20.73 4.53 2.80
O -22.08 4.62 3.27
C -22.23 4.79 4.64
C -23.57 4.28 4.97
N -24.66 5.12 4.38
C -24.79 6.48 4.98
C -25.78 7.23 4.14
O -25.35 7.39 2.78
C -24.52 8.53 2.72
H -20.12 5.14 3.49
H -20.63 4.87 1.79
H -20.41 3.49 2.86
H -22.08 5.89 4.82
H -21.50 4.18 5.14
H -23.75 4.22 6.07
H -23.63 3.20 4.55
H -24.45 5.29 3.41
H -23.90 7.03 5.11
H -25.14 6.29 6.04
H -26.10 8.15 4.70
H -26.65 6.63 4.02
H -24.01 8.68 1.77
H -23.77 8.42 3.53
H -25.12 9.47 2.95
C -24.60 11.15 -0.37
O -24.97 10.20 -1.34
C -26.23 9.66 -1.07
C -26.64 8.78 -2.24
N -25.86 7.55 -2.29
C -26.01 6.91 -3.58
C -25.12 5.69 -3.70
O -23.77 6.17 -3.66
C -22.91 5.26 -4.23
H -24.89 12.17 -0.66
H -23.59 11.13 -0.14
H -25.15 10.99 0.54
H -26.94 10.48 -0.90
H -26.21 9.06 -0.10
H -26.39 9.33 -3.17
H -27.75 8.62 -2.12
H -26.11 6.87 -1.55
H -25.60 7.55 -4.40
H -27.04 6.74 -3.92
H -25.28 5.25 -4.67
H -25.18 4.97 -2.91
H -22.67 4.41 -3.52
H -21.95 5.74 -4.36
H -23.26 5.03 -5.27
*
```

# 2
The following is a quantum chemistry calculation of 9 unconnected molecules or ions with the total composition C36H90O18 at a distorted geometry, from the Open Molecules 2025 dataset.

Results
E_HOMO   -0.3341 Eh
Gap between HOMO and LUMO   0.3586 Ha
SMILES   COCCOC.COCCOC.COCCOC.COCCOC.COCCOC.COCCOC.COCCOC.COCCOC.COCCOC
Energy above the lowest of the compared OMol25 structures with the same formula, charge and spin   0.944 eV
Electronic energy   -2779.52540 Ha

Structure (ORCA input):
```
! RIJCOSX wB97M-V def2-TZVPD def2/J DEFGRID3
* xyz 0 1
C 36.29 -8.02 -16.34
O 36.39 -8.91 -15.27
C 35.21 -9.55 -14.87
C 34.90 -10.81 -15.63
O 34.37 -10.48 -16.91
C 34.57 -11.46 -17.91
H 35.32 -7.49 -16.36
H 36.31 -8.57 -17.30
H 37.10 -7.30 -16.40
H 34.35 -8.87 -14.90
H 35.35 -9.79 -13.82
H 34.15 -11.45 -15.14
H 35.83 -11.39 -15.76
H 34.07 -11.06 -18.78
H 34.03 -12.38 -17.62
H 35.63 -11.71 -18.04
C 40.30 -6.83 -19.84
O 39.07 -7.39 -20.20
C 37.98 -6.56 -19.89
C 36.68 -7.18 -20.33
O 36.47 -7.32 -21.71
C 36.16 -6.13 -22.38
H 40.58 -6.01 -20.50
H 41.03 -7.64 -19.86
H 40.29 -6.44 -18.81
H 38.04 -5.55 -20.32
H 37.95 -6.46 -18.79
H 35.81 -6.65 -19.92
H 36.63 -8.20 -19.93
H 35.59 -6.46 -23.26
H 37.04 -5.53 -22.60
H 35.38 -5.58 -21.83
C 31.43 -8.94 -21.61
O 32.78 -8.84 -22.01
C 33.55 -9.97 -21.79
C 33.21 -11.21 -22.61
O 32.01 -11.85 -22.20
C 32.06 -12.54 -20.97
H 30.96 -7.99 -21.82
H 31.38 -9.14 -20.53
H 30.91 -9.76 -22.11
H 33.51 -10.25 -20.73
H 34.61 -9.76 -21.96
H 34.05 -11.93 -22.56
H 33.08 -11.02 -23.68
H 31.17 -13.15 -20.87
H 32.11 -11.81 -20.15
H 32.95 -13.19 -20.88
C 38.04 -6.47 -26.78
O 37.96 -7.79 -27.25
C 36.65 -8.17 -27.60
C 35.86 -8.69 -26.43
O 36.53 -9.77 -25.86
C 35.69 -10.51 -24.99
H 39.10 -6.22 -26.67
H 37.62 -6.35 -25.77
H 37.48 -5.76 -27.40
H 36.74 -8.97 -28.34
H 36.14 -7.32 -28.08
H 34.86 -8.98 -26.80
H 35.66 -7.86 -25.72
H 35.20 -9.86 -24.26
H 36.33 -11.19 -24.43
H 34.94 -11.15 -25.46
C 39.29 -11.64 -16.00
O 38.70 -12.91 -16.08
C 39.59 -13.98 -15.75
C 40.70 -14.26 -16.75
O 40.30 -14.88 -17.96
C 39.14 -14.37 -18.59
H 38.56 -10.83 -16.10
H 40.00 -11.48 -16.82
H 39.78 -11.52 -15.02
H 38.96 -14.87 -15.78
H 40.04 -13.79 -14.77
H 41.36 -14.98 -16.26
H 41.21 -13.34 -17.04
H 39.24 -13.31 -18.84
H 38.25 -14.56 -17.99
H 39.07 -14.89 -19.54
C 37.95 -10.57 -19.61
O 38.21 -11.76 -20.32
C 38.15 -11.58 -21.73
C 37.63 -12.88 -22.28
O 36.23 -12.97 -22.09
C 35.80 -14.32 -22.17
H 38.78 -9.89 -19.81
H 37.77 -10.73 -18.55
H 37.03 -10.14 -20.01
H 39.20 -11.45 -22.01
H 37.52 -10.74 -22.01
H 38.18 -13.70 -21.80
H 37.88 -13.01 -23.35
H 36.43 -15.00 -21.59
H 35.75 -14.60 -23.23
H 34.77 -14.37 -21.83
C 38.75 -12.90 -27.07
O 38.13 -14.17 -27.08
C 38.72 -15.09 -27.98
C 37.90 -16.36 -27.88
O 38.27 -17.09 -26.73
C 37.59 -16.77 -25.56
H 38.11 -12.20 -26.53
H 38.86 -12.57 -28.10
H 39.71 -12.93 -26.54
H 39.77 -15.27 -27.75
H 38.58 -14.70 -29.01
H 38.10 -17.02 -28.73
H 36.84 -16.07 -27.86
H 38.01 -17.34 -24.72
H 36.53 -17.07 -25.60
H 37.68 -15.72 -25.25
C 34.63 -14.19 -26.46
O 34.54 -12.99 -27.14
C 34.94 -13.11 -28.49
C 34.93 -11.73 -29.11
O 35.43 -11.69 -30.41
C 36.84 -11.81 -30.47
H 33.97 -14.96 -26.89
H 34.35 -14.10 -25.40
H 35.65 -14.58 -26.41
H 34.18 -13.73 -28.99
H 35.94 -13.54 -28.57
H 35.45 -11.04 -28.43
H 33.92 -11.32 -29.14
H 37.18 -11.45 -31.44
H 37.17 -12.84 -30.32
H 37.33 -11.18 -29.71
C 44.60 -15.26 -24.10
O 43.60 -14.28 -23.92
C 42.38 -14.85 -23.49
C 41.70 -15.74 -24.51
O 41.88 -17.09 -24.20
C 41.14 -17.97 -25.02
H 45.55 -14.75 -24.30
H 44.40 -15.91 -24.95
H 44.75 -15.82 -23.17
H 41.74 -14.02 -23.22
H 42.57 -15.47 -22.60
H 42.14 -15.50 -25.50
H 40.65 -15.45 -24.65
H 40.85 -17.53 -25.99
H 40.18 -18.24 -24.57
H 41.68 -18.88 -25.24
*
```

# 3
The following is a quantum chemistry calculation of 10 unconnected molecules or ions with the total composition C36H92N4O6 at a distorted geometry, from the Open Molecules 2025 dataset.

Results
E_HOMO   -0.2899 Eh
Gap between HOMO and LUMO   0.3010 Ha
SMILES   CCN(CC)CC.CCN(CC)CC.CCN(CC)CC.CCN(CC)CC.C1CCOC1.C1CCOC1.CO.CO.CO.CO
Energy above the lowest of the compared OMol25 structures with the same formula, charge and spin   4.158 eV
Electronic energy   -2097.03054 Ha

Structure (ORCA input):
```
! RIJCOSX wB97M-V def2-TZVPD def2/J DEFGRID3
* xyz 0 1
C 1.22 5.48 1.77
C 2.03 6.56 2.57
N 2.12 7.93 1.99
C 0.88 8.61 1.87
C 1.09 10.13 2.08
C 2.92 8.12 0.75
C 4.22 7.23 0.82
H 1.22 4.50 2.23
H 1.60 5.36 0.75
H 0.21 5.83 1.55
H 1.42 6.56 3.47
H 3.04 6.26 2.86
H 0.50 8.39 0.87
H 0.05 8.24 2.48
H 1.42 10.37 3.09
H 1.87 10.54 1.43
H 0.18 10.66 1.81
H 3.24 9.14 0.57
H 2.34 7.85 -0.14
H 4.82 7.38 -0.08
H 3.98 6.17 0.87
H 4.79 7.40 1.74
C 1.72 -1.88 6.43
C 1.03 -1.54 5.08
N 1.91 -1.31 3.94
C 2.81 -2.41 3.70
C 2.19 -3.69 3.12
C 2.63 -0.02 4.07
C 3.37 0.44 2.82
H 2.44 -1.09 6.65
H 2.18 -2.86 6.37
H 0.93 -1.98 7.18
H 0.23 -2.27 4.94
H 0.50 -0.60 5.20
H 3.57 -2.11 2.98
H 3.39 -2.64 4.59
H 2.89 -4.53 3.08
H 1.38 -4.03 3.77
H 1.73 -3.57 2.15
H 3.33 0.01 4.90
H 1.94 0.79 4.33
H 2.81 0.22 1.91
H 4.33 -0.06 2.73
H 3.50 1.52 2.91
C 5.00 -4.89 -6.67
C 3.70 -4.12 -6.39
N 3.86 -2.90 -5.53
C 4.65 -1.82 -6.12
C 4.04 -1.39 -7.44
C 4.39 -3.26 -4.19
C 3.95 -2.20 -3.12
H 5.49 -5.27 -5.78
H 5.78 -4.26 -7.11
H 4.82 -5.67 -7.40
H 3.20 -3.86 -7.32
H 2.98 -4.82 -5.96
H 4.45 -0.99 -5.44
H 5.72 -2.01 -6.10
H 2.95 -1.33 -7.39
H 4.42 -0.39 -7.65
H 4.38 -2.11 -8.18
H 5.47 -3.39 -4.15
H 4.01 -4.22 -3.84
H 4.46 -1.26 -3.31
H 4.31 -2.50 -2.14
H 2.87 -2.06 -3.13
C -3.09 -7.51 1.27
C -2.75 -6.11 0.83
N -3.36 -5.90 -0.52
C -3.60 -4.46 -0.74
C -4.35 -4.16 -2.02
C -2.58 -6.50 -1.62
C -1.21 -5.88 -1.88
H -4.17 -7.64 1.20
H -2.96 -7.82 2.30
H -2.59 -8.34 0.78
H -3.24 -5.48 1.56
H -1.69 -5.87 0.88
H -2.67 -3.90 -0.71
H -4.15 -4.09 0.13
H -4.73 -3.14 -2.07
H -5.16 -4.88 -2.17
H -3.69 -4.35 -2.86
H -2.67 -7.57 -1.43
H -3.22 -6.50 -2.50
H -1.03 -4.82 -1.74
H -0.44 -6.34 -1.26
H -0.86 -6.14 -2.88
C -5.76 -4.33 6.73
C -5.67 -3.89 5.31
C -4.37 -3.15 5.33
O -3.58 -3.97 6.17
C -4.33 -4.79 7.07
H -6.47 -5.12 6.97
H -6.06 -3.56 7.44
H -6.54 -3.29 5.05
H -5.69 -4.70 4.57
H -4.37 -2.14 5.73
H -3.84 -3.03 4.39
H -4.12 -4.58 8.12
H -4.15 -5.84 6.85
C -2.59 5.63 -3.15
C -3.59 4.83 -2.36
C -3.64 5.48 -0.97
O -2.61 6.53 -1.02
C -1.74 6.21 -2.07
H -3.07 6.44 -3.70
H -2.10 5.00 -3.88
H -3.31 3.78 -2.25
H -4.57 4.81 -2.83
H -3.40 4.70 -0.24
H -4.55 6.04 -0.77
H -0.96 5.53 -1.72
H -1.16 7.10 -2.31
C -4.92 1.30 1.40
O -5.99 2.16 1.55
H -4.13 1.71 2.02
H -5.23 0.34 1.82
H -4.60 1.14 0.37
H -6.78 1.73 1.22
C -0.74 0.10 -5.18
O -0.91 1.47 -5.13
H -0.50 -0.22 -6.19
H 0.03 -0.24 -4.48
H -1.68 -0.35 -4.88
H -1.50 1.82 -5.80
C -0.69 0.44 0.21
O -1.11 -0.50 1.19
H -0.72 1.45 0.60
H 0.34 0.19 -0.08
H -1.35 0.41 -0.66
H -0.43 -0.56 1.86
C 2.63 3.84 -3.37
O 3.22 5.04 -3.18
H 1.84 3.96 -4.10
H 3.34 3.08 -3.71
H 2.25 3.47 -2.41
H 3.21 5.53 -4.01
*
```